No. 1
The following is a DFT calculation (ωB97M-V with the def2-TZVPD basis set) of a 9-piece molecular cluster, C49H45Cl4F3O10 overall at a distorted geometry.

Geometry as XYZ:
```
111
C49H45Cl4F3O10 | the Open Molecules 2025 dataset | ωB97M-V with the def2-TZVPD basis set
Cl -8.45761 -36.06565 -7.69130
C -6.82903 -35.51366 -8.04393
Cl -6.69945 -33.78566 -7.58700
Cl -5.66917 -36.41557 -7.04621
Cl -6.37809 -35.66953 -9.71371
O -6.06668 -34.08721 -12.99222
C -5.11899 -35.08216 -13.06883
C -5.57082 -36.39177 -12.95529
C -4.66407 -37.44701 -13.13677
C -3.29994 -37.19572 -13.33819
O -2.40495 -38.17815 -13.43347
C -2.82998 -35.90490 -13.27289
C -3.74468 -34.83216 -13.18422
H -5.69321 -33.23993 -12.76542
H -6.63024 -36.55898 -12.78790
H -5.00381 -38.47546 -13.23614
H -2.82937 -39.04561 -13.41615
H -1.76009 -35.72332 -13.31784
H -3.37218 -33.82102 -13.32529
O -4.44118 -44.18438 -4.45159
C -4.83016 -42.91451 -4.15557
C -5.61132 -42.61784 -3.01780
C -5.97160 -41.35414 -2.74439
C -5.44326 -40.33059 -3.51122
O -5.93497 -39.02289 -3.26248
C -4.57561 -40.60494 -4.58493
C -4.32377 -41.87831 -4.94735
H -4.94364 -44.85069 -3.98369
H -5.83630 -43.39012 -2.28615
H -6.68691 -41.16886 -1.95547
H -5.28864 -38.35851 -3.55106
H -4.27696 -39.80575 -5.26199
H -3.81355 -42.06055 -5.88600
O -11.66506 -41.78938 -6.55848
C -11.18687 -42.51820 -7.61014
C -10.29277 -41.98932 -8.56680
C -9.76924 -42.76920 -9.50852
C -10.08413 -44.13031 -9.53496
O -9.50610 -45.00072 -10.45320
C -10.96144 -44.66829 -8.57403
C -11.52711 -43.86739 -7.66932
H -11.56302 -40.83068 -6.68445
H -9.99396 -40.93937 -8.52054
H -9.15896 -42.32707 -10.28920
H -9.20603 -44.51951 -11.22593
H -11.15238 -45.73511 -8.54947
H -12.22393 -44.28828 -6.94995
O -1.74876 -41.78948 -16.10423
C -2.07207 -41.56036 -14.78947
C -1.06526 -41.54651 -13.83020
C -1.38136 -41.33381 -12.49076
C -2.69110 -41.22237 -12.08364
O -3.08096 -41.07673 -10.77121
C -3.68447 -41.23264 -13.01985
C -3.39090 -41.46321 -14.34855
H -2.53912 -41.91522 -16.62584
H -0.01555 -41.65633 -14.09233
H -0.58744 -41.23462 -11.75690
H -2.32640 -41.04666 -10.17840
H -4.70551 -41.07952 -12.68707
H -4.22086 -41.48176 -15.05449
O -11.87168 -38.66901 -6.87346
C -11.08574 -38.62887 -5.71529
C -9.77762 -39.02006 -5.83825
C -8.92492 -38.98458 -4.74023
C -9.39013 -38.54847 -3.54915
O -8.61515 -38.44895 -2.49172
C -10.69552 -38.14823 -3.43809
C -11.53552 -38.11497 -4.55936
H -12.75610 -38.32188 -6.73136
H -9.44520 -39.34598 -6.82077
H -7.86470 -39.16670 -4.86371
H -7.68291 -38.74057 -2.76332
H -11.00215 -37.78681 -2.45774
H -12.54056 -37.72422 -4.45446
F -1.96249 -34.91400 -6.89236
C -2.27301 -35.93529 -7.70962
C -2.29540 -37.21167 -7.19858
C -2.59271 -38.26887 -8.05638
C -3.00783 -37.99744 -9.34897
C -3.05299 -36.67631 -9.79699
C -2.67682 -35.64823 -8.97767
H -2.09714 -37.38507 -6.14236
H -2.41083 -39.29570 -7.75042
H -3.24608 -38.79148 -10.04632
H -3.43965 -36.48764 -10.79169
H -2.74889 -34.63276 -9.34645
F -5.95261 -39.10207 -11.29614
C -6.21759 -39.85233 -10.17296
C -6.43149 -39.21046 -8.99020
C -6.59646 -39.96719 -7.83870
C -6.59344 -41.35951 -7.90281
C -6.45147 -42.00124 -9.13873
C -6.26247 -41.23782 -10.29690
H -6.28900 -38.14539 -8.90748
H -6.48787 -39.49812 -6.86546
H -6.63577 -41.95042 -6.98722
H -6.48934 -43.07597 -9.19008
H -6.06564 -41.65899 -11.27841
F -6.37823 -46.83350 -9.58187
C -5.71968 -46.93905 -8.38661
C -4.43631 -47.45771 -8.40321
C -3.76386 -47.54611 -7.18682
C -4.41715 -47.17068 -6.00648
C -5.71294 -46.73652 -6.03952
C -6.39638 -46.63735 -7.20993
H -4.02394 -47.73796 -9.37081
H -2.73789 -47.89488 -7.14141
H -3.89008 -47.28653 -5.06695
H -6.21487 -46.52003 -5.10026
H -7.40744 -46.25541 -7.23649
```

## Properties
SMILES	ClC(Cl)(Cl)Cl.Oc1ccc(O)cc1.Oc1ccc(O)cc1.Oc1ccc(O)cc1.Oc1ccc(O)cc1.Oc1ccc(O)cc1.Fc1ccccc1.Fc1ccccc1.Fc1ccccc1
charge	0
2S+1	1
maximum force	3.57	eV/Å
orbital gap	7.8	eV
HOMO level	-7.6	eV

***

No. 2
The following is a DFT calculation (ωB97M-V with the def2-TZVPD basis set) of one molecule with the formula C22H31N5O3S2 at a distorted geometry.

Geometry as XYZ:
```
63
C22H31N5O3S2 | the Open Molecules 2025 dataset | ωB97M-V with the def2-TZVPD basis set
C 0.51153 -3.30649 0.05463
C -0.67478 -3.48315 -0.84685
O -0.62872 -4.12290 -1.87306
C -1.91688 -2.75502 -0.44817
C -2.82959 -2.44527 -1.45704
C -3.94193 -1.67041 -1.18459
C -4.15241 -1.22795 0.10793
S -5.45978 -0.03479 0.42507
O -5.88164 -0.16110 1.78827
O -6.42821 -0.14071 -0.62555
N -4.77360 1.47633 0.27967
C -4.35793 1.90973 -1.02782
C -2.90128 1.54805 -1.32569
C -1.95502 2.03940 -0.21379
C -0.63238 1.38908 -0.43041
N -0.31527 0.20327 0.00528
N 0.91565 -0.10348 -0.44338
C 1.33558 0.90529 -1.15957
S 2.85338 1.02736 -1.98875
C 3.48784 -0.65576 -1.72462
C 3.91052 -0.92646 -0.28345
N 4.97271 -0.01838 0.11570
C 4.54393 1.02726 1.03032
C 4.67366 0.45114 2.45856
C 5.66850 -0.70949 2.30331
C 6.08109 -0.63694 0.81936
N 0.39001 1.89392 -1.18964
C 0.47340 3.16307 -1.85333
C -2.47528 1.63440 1.17165
C -3.95392 1.97681 1.35315
C -3.30882 -1.60034 1.13722
C -2.18204 -2.35416 0.85930
H 1.37297 -3.81303 -0.37343
H 0.71488 -2.24025 0.15290
H 0.30907 -3.71617 1.04052
H -2.62955 -2.79922 -2.45767
H -4.64889 -1.39591 -1.95217
H -4.49171 2.99687 -1.08190
H -5.03022 1.43961 -1.74605
H -2.61073 1.98486 -2.28360
H -2.80154 0.46513 -1.40398
H -1.85695 3.12886 -0.27401
H 2.70385 -1.34411 -2.03702
H 4.34484 -0.72153 -2.39362
H 3.02720 -0.85025 0.36043
H 4.26433 -1.96115 -0.24878
H 5.22139 1.87628 0.90267
H 3.53259 1.35868 0.80075
H 3.70780 0.09287 2.81411
H 5.03021 1.20779 3.15472
H 6.52862 -0.61128 2.96230
H 5.18587 -1.66430 2.51274
H 6.94806 0.02072 0.70619
H 6.32840 -1.60826 0.39285
H 0.49695 3.97396 -1.12231
H 1.38926 3.18689 -2.44160
H -0.38369 3.30053 -2.51376
H -2.32087 0.56223 1.28063
H -1.88938 2.13902 1.94163
H -4.08660 3.06470 1.39518
H -4.34323 1.54262 2.27404
H -3.54729 -1.28893 2.14264
H -1.51396 -2.61957 1.66190
```

## Properties
SMILES	CC(=O)c1ccc(S(=O)(=O)N2CCC(c3nnc(SCCN4CCCC4)n3C)CC2)cc1
charge	0
2S+1	1
maximum force	1.10	eV/Å
orbital gap	8.6	eV
HOMO level	-8.6	eV

***

No. 3
The following is a DFT calculation (ωB97M-V with the def2-TZVPD basis set) of a 14-piece molecular cluster, C14H56N24O14 overall at a distorted geometry.

Geometry as XYZ:
```
108
C14H56N24O14 | the Open Molecules 2025 dataset | ωB97M-V with the def2-TZVPD basis set
C 4.95053 -4.93496 -0.33711
O 4.86671 -3.52964 0.10617
H 4.10234 -5.57813 -0.10259
H 4.95700 -4.87936 -1.42567
H 5.88156 -5.46300 -0.13102
H 5.24968 -3.37023 0.97192
C -5.17025 4.25999 6.15158
O -5.26711 5.55303 6.58755
H -5.98250 3.86967 5.53838
H -4.27045 4.10451 5.55638
H -5.06805 3.59025 7.00544
H -5.79578 5.98889 5.91516
C -5.14696 1.74504 -6.23384
O -4.03911 1.96128 -6.67775
N -6.04704 2.67095 -6.01989
N -5.48922 0.56101 -5.93857
H -6.93994 2.33004 -5.69336
H -5.83934 3.61367 -6.31690
H -6.37423 0.25366 -5.56122
H -4.88788 -0.23303 -6.10587
C 7.87588 5.52190 0.97582
O 8.70917 5.96793 1.69307
N 7.77914 5.70899 -0.30131
N 6.82437 4.82794 1.36976
H 8.40083 6.41808 -0.66295
H 7.23154 5.08079 -0.87193
H 6.93394 4.50793 2.32144
H 6.01768 4.60425 0.80468
C -2.37177 7.87303 -0.06288
O -2.16105 9.09972 -0.22971
N -2.58093 7.22668 1.05923
N -2.54918 7.07451 -1.08697
H -2.62916 6.21984 1.12294
H -2.38058 7.70590 1.92544
H -2.47243 7.41935 -2.03317
H -3.02009 6.19655 -0.92103
C -9.98696 0.26719 -1.12699
O -9.51821 -0.60360 -1.92391
N -11.27642 0.63779 -1.15392
N -9.22127 0.89625 -0.26049
H -11.90478 0.09563 -1.72953
H -11.49601 1.58220 -0.87109
H -9.65503 1.43851 0.47293
H -8.22018 0.77813 -0.32356
C -0.63542 -9.31764 -2.38424
O -0.53101 -10.49038 -2.12824
N -0.49550 -8.80073 -3.57450
N -0.83658 -8.27504 -1.49576
H -0.32168 -7.80764 -3.63492
H -0.21583 -9.48988 -4.25785
H -1.04257 -8.52323 -0.53865
H -1.12620 -7.40051 -1.90978
C -1.93448 -4.27288 -8.43395
O -1.67962 -4.18511 -7.23048
N -2.16243 -5.37356 -9.01782
N -1.90443 -3.19506 -9.23933
H -2.37080 -6.12180 -8.37222
H -2.18600 -5.41697 -10.02662
H -2.12986 -3.37538 -10.20720
H -1.64415 -2.31405 -8.81961
C -4.48874 -5.26474 5.84492
O -3.63794 -4.84218 6.63877
N -5.22951 -4.61323 4.99102
N -4.68299 -6.51328 5.73794
H -5.17050 -3.60527 4.96594
H -5.54392 -5.15060 4.19573
H -5.03551 -6.80574 4.83777
H -3.97150 -7.00848 6.25625
C 5.10449 -2.72643 6.21143
O 5.19048 -1.80927 5.46730
N 4.00386 -3.20243 6.78405
N 6.15660 -3.37184 6.63078
H 4.02606 -3.75980 7.62603
H 3.11466 -2.76151 6.59696
H 5.97974 -4.14820 7.25213
H 6.99083 -2.82442 6.47434
C 0.99122 4.71048 8.54355
O 0.78781 4.87357 7.37506
N 0.02640 4.76277 9.42107
N 2.15581 4.50089 9.13553
H -0.90394 4.79297 9.02908
H 0.21975 4.26381 10.27766
H 2.98431 4.29409 8.59619
H 2.14032 4.29625 10.12445
C 3.02934 3.10975 -5.71243
O 4.20697 3.11050 -5.64255
N 2.38054 3.73487 -6.63185
N 2.20343 2.48271 -5.02671
H 1.38976 3.85940 -6.48040
H 2.83768 4.25416 -7.36768
H 1.22537 2.59932 -5.25008
H 2.45285 1.75427 -4.37306
C 9.92694 -1.42398 -2.85180
O 10.06412 -2.54378 -2.37920
N 10.84945 -0.62982 -3.34317
N 8.81277 -0.84566 -2.80849
H 11.83056 -0.85789 -3.26900
H 10.61603 0.31593 -3.61000
H 8.85050 0.12156 -3.09689
H 7.99349 -1.26609 -2.39365
C -0.58515 0.10582 0.92244
O -1.75141 0.50061 1.05487
N 0.34306 0.53324 1.63035
N -0.17911 -0.82834 0.07125
H 0.07759 1.24751 2.29325
H 1.20561 0.02329 1.75707
H -0.59020 -1.07125 -0.81874
H 0.80013 -1.07282 0.10902
```

## Properties
charge	0
2S+1	1
maximum force	9.52	eV/Å
orbital gap	9.5	eV
HOMO level	-9.5	eV